[1]
This record from the OMol25 dataset describes a molecular structure, C37H42B2FN13O3RuS2. The level of theory is ωB97M-V/def2-TZVPD.

## Properties
2S+1 = 6
HOMO (alpha / beta) = -0.299 / -0.321 Eh
Orbital gap (alpha / beta) = 4.776 / 5.370 eV
Energy = -3413.25376 Ha
Expectation value of S² = 8.77
Total charge = +1
Energy above the lowest of the compared OMol25 structures with the same formula, charge and spin = 1.007 eV

Structure (XYZ):
```
101
C37H42B2FN13O3RuS2, DFT ωB97M-V/def2-TZVPD
C -4.272 -2.456 3.600
C -1.827 1.453 4.441
C -0.419 3.094 0.032
N -1.032 -2.216 0.052
H -3.235 -2.297 3.330
N -2.190 0.012 -1.662
O -0.383 4.319 0.081
H 7.643 -1.474 -1.670
H 4.779 2.628 -2.460
C -2.048 0.096 -5.879
H 9.399 -1.007 0.627
O -1.426 2.352 -0.194
C 2.485 -0.983 0.579
H 6.966 0.220 1.171
C -1.011 0.488 -3.690
C -5.148 -0.909 1.861
H 7.904 -3.890 -1.159
H 1.971 4.119 -0.317
B -6.995 0.385 0.506
H 4.887 5.408 -1.079
H -4.069 -0.795 -4.327
H 7.379 -1.375 1.790
C 2.045 3.057 -0.131
C 2.329 0.384 0.358
H 3.444 4.663 -1.885
O 0.067 0.288 0.939
H -6.147 -0.817 4.937
H 9.231 -1.972 -1.539
C -4.005 3.036 -2.556
H -7.510 0.036 -2.208
H 6.131 -3.344 0.880
H -2.546 2.889 2.879
S -4.120 -1.486 0.611
N 8.363 -1.820 -1.030
C 7.821 -3.081 -0.437
C 6.349 -2.815 -0.050
C -3.213 -0.428 -3.780
H -7.469 0.845 3.202
N -1.954 -0.275 3.024
H 5.031 3.490 0.509
C -6.009 -0.657 3.883
Ru -2.192 0.185 0.496
H 8.670 0.183 -0.465
C -1.226 -4.331 -0.727
C -2.092 0.050 -4.457
C 3.726 -1.558 0.515
C -6.664 0.155 3.021
H -7.693 1.299 0.853
N -6.150 -0.028 1.763
H -1.392 -5.144 -1.411
C -1.279 -2.942 -1.013
C 8.520 -0.775 0.029
H -3.151 3.023 -1.879
C 4.704 0.539 -0.065
H -4.422 4.044 -2.563
C 4.445 3.355 -0.394
H 6.259 3.368 -1.698
H -4.365 -2.531 4.681
C 4.369 4.500 -1.350
C -1.627 0.074 4.269
C -5.152 1.710 -0.798
C -2.277 1.900 3.209
S -4.206 2.274 0.498
H -3.692 2.777 -3.568
N -6.183 0.852 -0.738
N 6.173 -1.368 0.050
C 0.917 2.362 0.153
C -1.102 0.443 -2.319
H 1.613 -1.573 0.826
H 5.571 1.120 -0.347
C 7.230 -0.789 0.874
H -0.118 0.864 -4.170
C -0.940 -4.387 0.599
H -4.080 -0.788 -1.853
H 0.155 -1.690 2.548
N -4.989 2.081 -2.095
H -0.265 0.751 -1.713
H -1.270 -0.654 4.982
H -1.660 2.034 5.333
C -3.221 -0.419 -2.401
C 5.180 3.292 -1.705
H -0.795 -5.228 1.257
H 8.431 -3.327 0.430
H 5.679 -3.195 -0.819
N -2.011 0.143 -7.025
C 4.864 -0.821 0.183
N -5.078 -1.344 3.142
N -0.795 -3.102 1.063
C 3.457 1.158 0.032
H -7.617 -0.587 0.161
H -6.016 1.580 -3.926
N 3.293 2.512 -0.187
H -1.499 -2.486 -1.964
C -6.665 0.674 -2.014
H -0.210 -3.645 3.136
N -2.339 0.833 2.391
H -4.627 -3.378 3.136
F 3.824 -2.877 0.801
C -5.941 1.443 -2.861
B -0.278 -2.761 2.353
C 1.001 0.980 0.501
```



[2]
This record from the OMol25 dataset describes a molecular structure, C37H42FeN4O5S6Si. The level of theory is ωB97M-V/def2-TZVPD.

## Properties
2S+1 = 5
HOMO (alpha / beta) = 0.014 / -0.077 Eh
Orbital gap (alpha / beta) = 3.377 / 5.861 eV
Energy = -5972.56381 Ha
Expectation value of S² = 6.06
Total charge = -2
Energy above the lowest of the compared OMol25 structures with the same formula, charge and spin = 4.171 eV

Structure (XYZ):
```
96
C37H42FeN4O5S6Si, DFT ωB97M-V/def2-TZVPD
N -4.988 -0.721 -2.045
H 4.127 4.627 -4.165
S -2.134 1.010 3.932
H 1.974 -5.846 -2.005
H -2.819 3.903 0.853
H 2.874 -1.260 -0.969
N -2.071 3.229 0.777
C -1.576 0.304 -1.025
C 6.173 2.536 -2.494
C -3.654 -5.031 3.308
O -0.898 -1.354 1.771
O -0.148 1.545 1.125
C 6.690 3.482 -1.629
C -2.505 -3.769 1.738
C -1.870 4.234 -2.532
H -2.141 2.842 -5.403
H -0.229 -5.703 -0.872
C 4.862 4.271 -3.454
O 1.490 3.028 0.757
C -4.596 0.716 3.363
H 4.428 -0.613 -2.718
H -4.227 -5.807 3.793
C -3.731 1.623 3.889
H -2.245 1.119 -4.992
S 4.428 1.734 -4.509
H -0.769 2.013 -4.637
C -1.590 -1.602 2.911
C -4.383 2.653 -3.008
H -4.751 3.125 -2.092
H 2.307 -2.834 5.363
C 3.522 -0.036 -2.569
H -0.686 4.382 1.832
H 0.883 -6.401 0.322
H 2.480 0.936 1.818
C 2.134 0.014 2.292
C 0.649 -2.305 3.995
H 1.346 -4.021 1.138
H -4.721 3.251 -3.861
C 1.832 -5.128 -1.195
H -3.442 -5.721 1.277
H 2.403 -3.086 -1.784
H -1.108 1.644 1.304
N 6.357 4.778 -1.639
C 1.244 1.351 -2.060
H 1.040 -3.741 -2.711
Fe 0.024 -0.467 0.106
C 0.512 -2.090 6.297
C -2.612 -0.501 3.240
H -0.421 -4.290 1.218
C 0.454 -4.279 0.571
C 0.329 2.784 0.907
H -3.937 2.620 4.247
O 2.257 -1.951 1.036
H 0.741 -2.091 7.351
H -4.840 1.664 -3.064
H 7.425 3.194 -0.883
C 2.066 1.816 -3.044
C 5.237 2.928 -3.453
C 1.296 -2.467 5.252
S -1.006 -1.510 5.753
C 1.603 -0.904 1.203
H -2.169 2.741 -0.114
C 1.530 -3.727 -1.739
C -1.860 2.087 -4.662
C 5.444 5.136 -2.542
H -4.465 -1.342 2.554
C -3.952 -0.499 2.995
H -0.806 4.214 -2.277
C -2.362 -2.952 2.816
S -2.713 -0.925 -0.307
C -3.244 -4.958 2.017
C -0.757 3.847 0.882
H 1.332 0.273 2.988
C -0.609 -1.800 4.093
H 6.484 1.501 -2.433
C -4.069 -0.800 -1.346
Si -2.508 2.500 -2.951
N 1.456 0.217 -1.321
H 2.752 -5.097 -0.607
H -2.415 4.676 -1.693
H 1.095 -2.530 3.041
C 2.638 -0.415 -1.598
C 0.669 -5.515 -0.279
S 0.230 -2.964 -0.673
H 5.166 6.187 -2.536
H 2.957 -0.462 2.832
C 3.256 1.107 -3.374
H 0.325 1.881 -1.848
H -5.655 0.897 3.234
H -0.497 4.550 0.086
H -1.991 4.900 -3.393
S -3.129 -3.665 4.201
C -1.888 1.298 -1.765
H -2.117 -3.532 0.760
O -1.021 -3.379 -1.394
H 1.804 2.726 -3.573
```



[3]
This record from the OMol25 dataset describes a molecular structure, C37H42N6ORuS3Si2. The level of theory is ωB97M-V/def2-TZVPD.

## Properties
2S+1 = 2
HOMO (alpha / beta) = -0.136 / -0.135 Eh
Orbital gap (alpha / beta) = 5.559 / 5.535 eV
Energy = -3707.36382 Ha
Expectation value of S² = 0.78
Total charge = -1

Structure (XYZ):
```
92
C37H42N6ORuS3Si2, DFT ωB97M-V/def2-TZVPD
H -5.385 3.001 -3.107
C 1.109 -5.344 -3.419
H 0.054 1.765 7.014
H 1.116 -0.015 -3.881
C -2.333 -1.976 -1.010
H -6.414 -1.104 -2.546
C -0.944 3.375 3.451
H -2.980 5.389 5.252
C -4.047 -2.181 -3.222
H 1.149 4.104 -0.234
H -0.178 -4.222 2.831
C 4.962 0.808 -0.928
H 1.581 1.444 5.051
H 1.718 0.120 6.229
H 5.161 3.800 -2.479
C 1.604 -0.864 -3.406
C -3.647 3.761 4.010
Ru 0.381 -0.412 0.258
C -2.683 4.592 4.587
H -3.125 2.325 -3.846
C -5.701 -0.350 -2.848
H -0.763 0.248 6.617
H 1.347 -5.990 -4.254
C 5.535 1.923 -1.513
C 3.603 -2.387 -0.554
C 3.347 2.798 -1.931
C -5.121 1.954 -3.163
C -1.921 2.547 2.828
C -3.855 1.575 -3.573
S -3.888 -2.704 -1.463
H -4.036 2.113 2.703
H 6.612 2.020 -1.561
S 0.419 -2.080 4.751
C 0.869 3.212 0.321
C 0.811 -5.893 -2.175
C 0.390 -2.291 2.991
H 2.385 -0.475 -2.751
C 0.732 -3.122 -2.541
C 0.773 -0.372 4.413
H 0.366 2.804 -3.078
C 4.722 2.920 -2.027
C -1.332 4.376 4.302
H 0.100 3.203 3.233
C -4.432 -0.741 -3.262
C 3.669 -0.629 1.877
H -4.822 -2.830 -3.630
H -4.691 3.921 4.251
H 2.710 3.573 -2.338
C 1.057 0.597 5.499
H 1.587 3.085 1.125
N -1.133 0.886 1.070
Si 2.768 -0.780 0.160
H 3.387 -3.240 0.082
H -7.037 1.273 -2.479
C -6.045 0.986 -2.802
H -2.528 -0.063 -3.953
C -1.512 1.604 1.914
H -0.848 1.619 5.502
C -3.514 0.235 -3.629
C 3.586 0.689 -0.799
H 5.600 0.026 -0.539
H 4.682 -2.269 -0.595
C 1.082 -3.974 -3.586
N 0.599 -1.162 2.369
Si 0.891 1.665 -0.851
H -3.084 -2.376 -3.692
C 0.514 -3.674 -1.229
S -2.081 -1.824 0.666
C 2.769 1.707 -1.298
H -0.655 1.388 -2.850
C -0.209 1.088 6.203
H 0.786 -6.969 -2.053
C -0.206 2.238 -2.350
H -0.106 3.378 0.766
H 3.322 0.247 2.415
N 0.807 -0.110 3.153
H 4.738 -0.524 1.721
H -1.018 2.864 -1.993
N -1.539 -1.749 -1.980
H 3.509 -1.496 2.510
H 1.293 -3.553 -4.560
N -0.396 -1.082 -2.022
C -3.290 2.755 3.150
C 0.607 -1.682 -2.645
H 2.077 -1.484 -4.164
O 0.371 -2.925 -0.198
H 0.364 -5.496 -0.119
C 0.546 -5.079 -1.099
H 3.254 -2.632 -1.551
H -0.587 5.012 4.764
H 0.315 -3.407 1.344
N 0.347 -3.485 2.389
```



[4]
This record from the OMol25 dataset describes a molecular structure, C37H42N7O3STi. The level of theory is ωB97M-V/def2-TZVPD.

## Properties
2S+1 = 2
HOMO (alpha / beta) = -0.248 / -0.252 Eh
Orbital gap (alpha / beta) = 6.263 / 6.278 eV
Energy = -3291.81952 Ha
Expectation value of S² = 0.76
Energy above the lowest of the compared OMol25 structures with the same formula, charge and spin = 0.000 eV

Structure (XYZ):
```
91
C37H42N7O3STi, DFT ωB97M-V/def2-TZVPD
C 3.991 4.073 2.632
H 2.663 -0.376 3.126
H -4.456 -4.054 -2.359
H 1.974 3.945 -2.985
C -5.238 2.837 1.036
C -2.601 -3.286 -1.590
C -2.440 1.384 1.634
H -2.794 -1.508 -4.405
H 3.479 -3.425 -0.072
C -3.437 1.884 2.501
C -3.949 -3.210 -1.909
H -1.920 -0.824 -5.823
C 5.170 3.555 2.096
H 0.866 -2.661 -3.860
H 0.582 0.422 4.432
C 4.032 -3.003 0.756
H -2.034 -4.189 -1.773
C -0.671 2.351 -1.509
H -5.213 2.758 3.130
C -4.623 -2.039 -1.622
C -3.921 -0.988 -1.036
H -0.934 -0.883 3.377
C -0.073 -2.442 -4.365
C 1.558 3.008 -2.603
C 5.324 -3.406 1.010
H 5.799 -4.151 0.387
H -0.826 -3.175 -4.078
H 4.102 4.981 3.216
H 4.546 1.074 -0.145
C 2.022 -1.599 1.205
H -0.107 -3.291 -0.887
H -3.242 1.715 3.552
C -1.302 0.143 3.392
H -2.562 0.250 -4.552
H 1.973 4.183 3.109
N 0.184 -1.455 -0.094
C 2.416 0.865 -1.404
H 3.250 1.810 -3.130
C -4.640 2.516 2.240
N 0.993 1.925 2.244
H 1.601 0.322 -1.892
N -1.023 1.816 -0.198
H 0.079 -2.441 -5.444
O 1.420 -0.819 2.052
H -3.197 2.257 -1.627
H -5.677 -1.925 -1.835
H -2.262 0.127 3.912
H -0.462 1.516 -2.184
C -1.988 -2.179 -1.007
C 0.521 3.330 -1.516
C 6.011 -2.834 2.080
H 6.097 4.041 2.370
H -1.520 2.883 -1.938
C 4.213 1.780 0.606
C 3.392 -2.042 1.545
C 2.707 3.595 2.570
H -4.423 -0.059 -0.793
C -0.560 -2.327 -0.656
H 0.975 3.380 -0.526
H 0.863 2.829 4.143
N 1.502 -1.981 0.075
C 5.407 -1.885 2.875
H 5.926 -1.427 3.707
C 4.092 -1.477 2.624
C -2.123 -0.724 -4.756
H -0.594 2.936 3.159
H -0.734 1.364 5.097
C 0.239 2.276 3.435
H 3.265 0.169 -1.406
Ti 0.247 0.457 0.884
C -0.282 1.032 4.159
C 2.744 2.122 -2.211
N -2.630 -1.043 -0.739
H 1.037 2.547 -3.447
H 0.122 4.328 -1.712
C -4.652 2.665 -0.213
S -0.570 -0.793 -3.856
O 0.360 0.143 -4.542
H 6.232 2.212 0.893
C -2.263 1.874 0.230
N 1.981 1.173 -0.047
H -5.281 2.920 -1.061
C 2.163 2.424 1.965
C 2.821 1.799 0.781
C 5.235 2.499 1.214
N -1.479 0.571 2.014
H 3.471 2.716 -1.652
O 3.578 -0.540 3.440
H 7.029 -3.135 2.295
C -3.381 2.265 -0.562
H -6.234 3.259 1.064
```